(1)
Computed, not measured: a molecular structure, C26H25N2PSr in a non-equilibrium geometry, with wB97M-V/def2-TZVPD.

Computed properties:
maximum force = 0.077 Eh/bohr
2S+1 = 1
calculated total energy = -1487.1520 Ha
ΔE to the lowest compared entry with this formula, charge and spin = 280.7 kJ/mol
net charge = -2
orbital gap = 2.898 eV

Element x y z (Å)
Sr (0.940, -0.918, -1.701)
P (-0.968, 0.681, 0.318)
N (0.402, -0.135, 0.675)
N (-0.311, -1.675, -3.736)
C (2.462, 3.248, 1.323)
C (-1.621, 1.175, 2.965)
C (1.571, 0.811, 2.188)
C (-3.453, -0.390, 0.209)
C (3.323, -1.033, -3.721)
C (-1.770, -1.851, 1.243)
C (3.813, -1.553, -2.490)
C (0.719, -3.591, -2.644)
C (3.205, 0.658, -2.148)
C (-1.609, 1.672, 1.684)
C (0.342, -3.488, -5.079)
C (1.466, 2.607, 0.588)
C (-2.851, 3.123, 3.647)
C (1.170, 1.224, 0.965)
C (-2.769, -2.686, 1.723)
C (-2.238, 1.900, 3.954)
C (2.503, 1.450, 2.913)
C (-2.102, -0.766, 0.469)
C (-4.112, -2.376, 1.404)
C (-2.822, 3.600, 2.350)
C (-4.427, -1.246, 0.682)
C (0.207, -2.930, -3.827)
C (-2.200, 2.911, 1.341)
C (2.946, 0.325, -3.516)
C (3.012, 2.688, 2.453)
C (3.747, -0.514, -1.505)
H (4.090, -0.568, -0.451)
H (-3.596, 0.583, -0.242)
H (1.052, -0.112, 2.574)
H (2.522, 1.006, -4.273)
H (-0.545, -1.302, -4.649)
H (-2.492, -3.532, 2.306)
H (4.195, -2.572, -2.317)
H (-2.235, 1.509, 4.961)
H (3.817, 3.142, 3.006)
H (-2.128, 3.224, 0.302)
H (-3.303, 4.550, 2.085)
H (-5.460, -0.960, 0.458)
H (-4.884, -3.043, 1.724)
H (-0.712, -1.986, 1.556)
H (0.902, 3.105, -0.188)
H (2.837, 4.235, 0.991)
H (-1.130, 0.205, 3.144)
H (3.064, 1.649, -1.657)
H (-3.343, 3.677, 4.428)
H (-0.032, -3.037, -5.990)
H (2.860, 0.977, 3.803)
H (1.664, -4.085, -2.849)
H (0.746, -4.466, -5.108)
H (3.249, -1.585, -4.663)
H (0.285, -3.536, -1.676)

(2)
Computed, not measured: a molecular structure, C26H25N3O4V in a non-equilibrium geometry, with wB97M-V/def2-TZVPD.

Computed properties:
maximum force = 0.109 Eh/bohr
2S+1 = 2
⟨S²⟩ = 0.8579
calculated total energy = -2413.9867 Ha
net charge = +2
orbital gap (alpha / beta) = 2.021 / 2.041 eV

Element x y z (Å)
V (0.674, 2.692, 5.323)
O (-4.419, -1.499, 3.108)
O (1.064, -3.539, -3.105)
O (0.371, 1.227, 6.058)
O (-3.641, 1.813, -0.744)
N (0.571, -1.335, 1.704)
N (-2.249, -0.261, 1.622)
N (0.426, -1.507, 4.075)
C (-2.437, 2.453, -0.484)
C (-3.507, 0.384, -0.882)
C (-0.688, 3.420, 1.133)
C (0.837, -2.626, -3.855)
C (-0.309, 3.610, -1.341)
C (-0.174, -1.146, 2.814)
C (5.156, 0.291, -3.337)
C (0.709, -1.115, -3.445)
C (4.446, 1.035, -2.296)
C (3.161, -1.002, -1.528)
C (2.115, -1.779, -0.673)
C (0.687, -1.204, -0.750)
C (-1.576, 2.936, -1.582)
C (-1.944, 2.739, 0.874)
C (-2.356, -0.457, 4.103)
C (4.882, -1.141, -3.435)
C (0.031, -0.889, -2.067)
C (3.465, 0.421, -1.399)
C (-1.434, -0.467, 0.535)
C (-2.039, -0.149, -0.828)
C (0.154, 3.845, 0.016)
C (-1.337, -0.348, -2.094)
C (-3.550, -1.482, 4.253)
C (-1.576, -0.630, 2.743)
C (-0.078, -0.989, 0.538)
C (3.906, -1.761, -2.547)
H (4.669, 2.129, -2.231)
H (3.749, -2.861, -2.679)
H (0.287, 3.923, -2.225)
H (2.072, -2.834, -1.081)
H (1.128, 4.346, 0.220)
H (2.520, -1.869, 0.364)
H (0.674, -2.872, -4.950)
H (-4.074, -0.087, -0.025)
H (2.953, 1.032, -0.621)
H (-1.970, 2.750, -2.614)
H (-2.545, 2.419, 1.764)
H (-0.309, 3.605, 2.172)
H (-1.676, -0.416, 4.986)
H (5.419, -1.741, -4.211)
H (-4.022, 0.001, -1.809)
H (5.883, 0.785, -4.022)
H (1.709, -0.601, -3.543)
H (0.344, -0.754, 4.756)
H (-3.228, -2.536, 4.445)
H (-2.832, 0.566, 4.024)
H (-4.196, -1.126, 5.104)
H (0.064, -2.393, 4.427)
H (-1.810, -0.107, -3.077)
H (0.062, -0.630, -4.233)
H (-4.209, -2.268, 2.551)

(3)
Computed, not measured: a molecular structure, C26H25N5O8P2PbS, with wB97M-V/def2-TZVPD.

Computed properties:
maximum force = 0.014 Eh/bohr
2S+1 = 1
calculated total energy = -3155.5976 Ha
ΔE to the lowest compared entry with this formula, charge and spin = 83.6 kJ/mol
net charge = -2
orbital gap = 5.687 eV

Element x y z (Å)
Pb (-0.270, 0.529, -0.072)
S (-0.799, 3.104, -1.210)
P (1.224, 0.183, 3.720)
P (-1.927, -0.109, 4.136)
O (-1.756, -1.635, 3.669)
O (1.017, 0.747, 2.345)
O (-0.886, 0.033, -2.265)
O (-2.623, 0.734, 3.155)
O (-2.729, -0.277, 5.513)
O (2.331, 0.613, 4.620)
O (-2.984, -0.280, -2.986)
O (1.268, -1.449, 3.630)
N (-0.469, -2.885, 0.533)
N (0.321, -2.011, 0.086)
N (2.007, -0.123, -0.951)
N (-2.237, -1.289, 0.216)
N (-0.093, -0.226, 6.067)
C (-1.477, 2.988, -2.836)
C (-2.591, 1.903, -4.702)
C (2.216, -3.435, 0.696)
C (2.503, -1.261, -0.512)
C (4.390, -2.751, -0.066)
C (3.543, -3.693, 0.599)
C (-1.974, 0.421, -2.830)
C (-4.098, -3.317, 0.307)
C (3.122, 0.052, -3.127)
C (-1.571, 4.188, -3.578)
C (3.259, 2.801, -2.835)
C (-3.534, -1.028, 0.053)
C (1.657, -2.250, 0.139)
C (3.651, 0.833, -4.144)
C (-2.754, -3.595, 0.476)
C (3.907, -1.603, -0.599)
C (2.731, 2.026, -1.814)
C (-1.993, 1.820, -3.441)
C (-0.443, 1.992, 4.944)
C (3.726, 2.215, -4.006)
C (-0.305, 0.470, 4.753)
C (-4.505, -2.012, 0.077)
C (2.649, 0.636, -1.942)
C (-2.149, 4.245, -4.835)
C (-2.672, 3.090, -5.412)
C (-1.836, -2.550, 0.390)
H (3.290, 3.879, -2.718)
H (3.989, 0.361, -5.060)
H (-1.283, 2.236, 5.602)
H (-2.384, -4.598, 0.648)
H (3.027, -1.021, -3.250)
H (-5.545, -1.759, -0.083)
H (3.964, -4.594, 1.027)
H (0.728, 0.207, 6.477)
H (-3.004, 0.990, -5.115)
H (-2.201, 5.194, -5.362)
H (4.119, 2.828, -4.809)
H (0.220, -1.172, 5.854)
H (0.482, 2.386, 5.371)
H (-1.603, -1.675, 2.709)
H (1.028, -1.746, 2.738)
H (-4.826, -4.118, 0.349)
H (-0.608, 2.465, 3.977)
H (-1.173, 5.086, -3.119)
H (-2.055, -0.438, 6.216)
H (-3.795, 0.016, -0.097)
H (5.454, -2.956, -0.128)
H (2.350, 2.487, -0.911)
H (1.539, -4.124, 1.186)
H (4.572, -0.892, -1.070)
H (-3.133, 3.118, -6.393)

(4)
Computed, not measured: a molecular structure, C26H25N5PdS4SbTe, with wB97M-V/def2-TZVPD.

Computed properties:
maximum force = 0.003 Eh/bohr
2S+1 = 2
⟨S²⟩ = 0.7587
calculated total energy = -3508.0005 Ha
ΔE to the lowest compared entry with this formula, charge and spin = 30.1 kJ/mol
net charge = +2
orbital gap (alpha / beta) = 6.306 / 5.425 eV

Element x y z (Å)
Te (-1.749, 1.487, -1.844)
Sb (-2.609, 1.350, 2.956)
Pd (0.156, 0.016, 0.815)
S (0.868, -2.182, 0.852)
S (-1.174, -0.623, 2.549)
S (-1.234, 1.985, 0.415)
S (-1.272, 2.912, 3.746)
N (1.333, 0.496, -0.963)
N (2.597, -1.414, 2.944)
N (3.877, 1.455, -4.112)
N (1.759, 0.711, 2.220)
N (2.691, -3.474, 2.254)
C (-6.384, 2.877, -2.035)
C (3.595, -2.074, 3.674)
C (-2.276, -3.332, -1.683)
C (1.764, 1.755, -1.171)
C (2.595, -0.168, -2.889)
C (-4.579, 1.932, -0.758)
C (-3.751, 2.095, -1.860)
C (2.683, 0.501, 4.402)
C (-1.585, -2.730, -2.726)
C (2.608, 1.871, 4.588)
C (-2.700, -1.184, -0.689)
C (2.139, 2.662, 3.558)
C (-1.438, -1.349, -2.754)
C (1.684, 2.033, 2.419)
C (2.599, 2.122, -2.191)
C (2.305, -0.036, 3.182)
C (3.640, -3.342, 3.248)
C (1.767, -0.437, -1.831)
C (-5.546, 3.039, -3.128)
C (-2.833, -2.563, -0.668)
C (-5.903, 2.327, -0.852)
C (-1.993, -0.592, -1.728)
C (2.397, -4.699, 1.520)
C (-4.216, 2.649, -3.047)
C (2.068, -2.301, 2.058)
C (3.054, 1.146, -3.099)
H (1.378, -5.020, 1.727)
H (1.396, 2.508, -0.486)
H (-3.563, 2.783, -3.900)
H (-4.202, 1.514, 0.167)
H (-3.375, -3.036, 0.140)
H (-1.170, -3.331, -3.523)
H (-3.138, -0.587, 0.100)
H (-6.561, 2.210, -0.002)
H (3.020, -0.133, 5.206)
H (4.270, -4.160, 3.549)
H (2.898, -0.971, -3.547)
H (1.427, -1.448, -1.659)
H (3.095, -5.465, 1.845)
H (-0.904, -0.879, -3.571)
H (-2.392, -4.408, -1.667)
H (-5.922, 3.473, -4.044)
H (4.210, -1.574, 4.395)
H (2.901, 3.155, -2.289)
H (2.906, 2.304, 5.533)
H (1.205, 2.606, 1.638)
H (2.059, 3.735, 3.649)
H (4.210, 0.751, -4.746)
H (2.518, -4.528, 0.452)
H (-7.418, 3.187, -2.101)
H (4.214, 2.392, -4.243)

(5)
Computed, not measured: a molecular structure, C26H26B2CoF4N4O4P, with wB97M-V/def2-TZVPD.

Computed properties:
maximum force = 0.013 Eh/bohr
2S+1 = 1
calculated total energy = -3699.1723 Ha
ΔE to the lowest compared entry with this formula, charge and spin = 0.0 kJ/mol
net charge = +2
orbital gap = 6.716 eV

Element x y z (Å)
Co (-0.117, -0.344, 0.166)
P (2.070, 2.091, 1.187)
F (-2.736, 2.161, 2.164)
F (-0.677, 1.047, 1.913)
F (2.794, -1.253, 1.561)
F (3.813, -2.882, 0.302)
O (2.556, -0.659, -1.393)
O (-1.896, 1.806, 0.050)
O (-2.689, -0.066, 1.433)
O (1.503, -2.827, 0.394)
N (1.346, 0.802, -2.164)
N (-0.885, 1.325, -0.646)
N (0.398, -2.119, 0.830)
N (-1.736, -0.940, 1.102)
C (4.464, 1.275, 0.461)
C (-0.387, 5.006, 2.201)
C (1.949, -0.991, -3.768)
C (0.914, 4.322, -0.184)
C (4.066, 3.580, -0.213)
C (0.110, -1.084, -1.495)
C (-0.130, -1.801, -2.573)
C (0.845, -1.746, -3.688)
C (3.594, 2.386, 0.379)
C (6.178, 2.517, -0.646)
C (0.711, 2.314, -3.893)
C (5.338, 3.635, -0.728)
C (-0.544, -2.869, 1.277)
C (5.748, 1.340, -0.043)
C (-2.881, -2.660, 2.426)
C (0.364, 3.842, 2.134)
C (1.222, -0.212, -1.148)
C (2.459, -0.053, -2.703)
C (0.111, 5.435, -0.130)
C (-1.588, 3.054, -2.227)
C (0.485, 1.644, -2.585)
C (-0.674, 1.960, -1.763)
C (-0.403, -4.336, 1.455)
C (-0.523, 5.789, 1.067)
C (-1.778, -2.121, 1.589)
C (1.070, 3.512, 0.958)
B (2.729, -2.308, 0.752)
B (-2.035, 1.267, 1.455)
H (0.404, 3.187, 2.996)
H (-1.144, 6.676, 1.098)
H (-1.305, -4.773, 1.871)
H (-1.006, -2.429, -2.690)
H (-2.260, 3.352, -1.435)
H (7.186, 2.581, -1.036)
H (0.772, 3.396, -3.772)
H (-3.524, -1.853, 2.761)
H (2.572, -1.067, -4.651)
H (4.113, 0.366, 0.935)
H (-2.188, 2.704, -3.071)
H (0.637, -2.392, -4.533)
H (-0.133, 2.112, -4.557)
H (3.362, 0.489, -2.973)
H (-0.186, -4.800, 0.491)
H (-1.024, 3.924, -2.562)
H (1.417, 4.059, -1.110)
H (-0.896, 5.271, 3.117)
H (3.452, 4.469, -0.203)
H (-0.025, 6.049, -1.011)
H (-3.485, -3.363, 1.847)
H (1.622, 1.955, -4.366)
H (6.413, 0.491, 0.040)
H (0.441, -4.559, 2.109)
H (-2.483, -3.195, 3.289)
H (5.708, 4.551, -1.168)

(6)
Computed, not measured: a molecular structure, C26H26BrKN5O2PS, with wB97M-V/def2-TZVPD.

Computed properties:
maximum force = 0.010 Eh/bohr
2S+1 = 1
calculated total energy = -5344.2406 Ha
ΔE to the lowest compared entry with this formula, charge and spin = 0.0 kJ/mol
net charge = 0
orbital gap = 8.327 eV

Element x y z (Å)
Br (1.728, 3.785, 2.628)
K (0.613, 0.301, -0.636)
S (-2.037, 1.720, 0.265)
P (-0.667, -2.617, -0.313)
O (0.702, 2.321, -2.832)
O (2.456, 1.109, -2.131)
N (1.877, 3.121, -0.040)
N (0.191, -0.966, 1.937)
N (-1.698, 4.188, 1.009)
N (-1.252, 3.723, -1.253)
N (-1.127, -2.761, 1.330)
C (2.898, 4.420, -1.769)
C (2.192, -5.584, -0.137)
C (2.901, 5.226, 0.481)
C (-0.808, 5.026, -1.706)
C (0.054, 0.011, 4.116)
C (-3.204, -3.694, -0.666)
C (-0.924, -0.914, 4.470)
C (3.250, 5.393, -0.849)
C (3.252, -3.592, -0.957)
C (-1.504, -4.668, -2.052)
C (0.899, -3.560, -0.415)
C (-1.860, -3.786, -1.036)
C (0.992, -4.903, -0.045)
C (2.215, 4.065, 0.803)
C (-1.616, 3.338, -0.029)
C (-4.160, -4.493, -1.270)
C (0.570, -0.061, 2.840)
C (-1.391, 5.600, 1.114)
C (1.782, 2.150, -2.231)
C (-2.465, -5.460, -2.662)
C (2.046, -2.907, -0.855)
C (-1.339, -1.848, 3.553)
C (-0.753, -1.837, 2.280)
C (-3.791, -5.382, -2.270)
C (3.325, -4.929, -0.604)
C (2.220, 3.294, -1.326)
H (-1.022, 2.967, -1.902)
H (3.790, 6.276, -1.162)
H (-2.035, 3.726, 1.841)
H (-2.134, 6.223, 0.615)
H (-5.194, -4.412, -0.968)
H (-0.699, 4.956, -2.786)
H (-1.391, 5.854, 2.173)
H (2.246, -6.626, 0.149)
H (2.076, -1.851, -1.112)
H (-0.472, -4.747, -2.369)
H (-4.536, -6.003, -2.746)
H (-1.362, -0.898, 5.458)
H (-0.397, 5.829, 0.727)
H (-1.793, -3.469, 1.613)
H (-2.169, -6.142, -3.447)
H (0.159, 5.318, -1.289)
H (3.154, 5.948, 1.241)
H (4.263, -5.461, -0.683)
H (-3.511, -2.976, 0.084)
H (-2.104, -2.571, 3.797)
H (1.328, 0.642, 2.514)
H (4.132, -3.069, -1.305)
H (0.107, -5.420, 0.308)
H (0.404, 0.762, 4.806)
H (-1.544, 5.799, -1.483)
H (3.141, 4.516, -2.817)

(7)
Computed, not measured: a molecular structure, C26H26Cl3CrN2O2SSeSi in a non-equilibrium geometry, with wB97M-V/def2-TZVPD.

Computed properties:
maximum force = 0.047 Eh/bohr
2S+1 = 4
⟨S²⟩ = 3.7942
calculated total energy = -6780.6615 Ha
ΔE to the lowest compared entry with this formula, charge and spin = 50.3 kJ/mol
net charge = 0
orbital gap (alpha / beta) = 6.260 / 6.396 eV

Element x y z (Å)
Se (-2.375, 0.550, -0.122)
Cr (0.054, 0.223, -0.097)
Cl (5.215, -1.053, 0.798)
Cl (-2.607, -6.324, -1.278)
Cl (0.444, 1.074, 2.031)
S (2.500, 0.159, -0.140)
Si (-3.517, 2.153, 1.137)
O (-0.202, -1.457, 0.806)
O (2.197, -2.747, 0.104)
N (0.351, 1.859, -1.123)
N (0.031, -0.601, -1.836)
C (-2.300, 3.480, 1.807)
C (1.211, 3.898, -2.849)
C (3.496, -0.158, 4.267)
C (0.909, -0.123, -4.107)
C (-1.424, -3.926, -1.569)
C (4.398, -0.604, 3.312)
C (1.969, 0.441, 2.533)
C (-1.191, -3.528, 1.168)
C (-0.849, -2.724, -1.112)
C (-1.751, -4.681, 0.692)
C (2.343, -3.950, 0.815)
C (0.432, 3.119, -0.724)
C (4.080, -0.508, 1.974)
C (-0.719, -2.507, 0.303)
C (1.499, 2.163, -4.620)
C (-1.876, -4.872, -0.689)
C (-4.393, 1.253, 2.582)
C (0.836, 4.164, -1.553)
C (2.853, 0.013, 1.535)
C (0.658, 1.585, -2.421)
C (-4.808, 2.983, -0.005)
C (-0.387, -1.809, -2.089)
C (2.276, 0.367, 3.878)
C (1.128, 2.568, -3.321)
C (1.393, 0.847, -4.991)
C (0.521, 0.234, -2.830)
H (-0.425, -2.153, -3.121)
H (5.352, -1.022, 3.596)
H (0.180, 3.311, 0.311)
H (-2.802, 4.166, 2.484)
H (-5.528, 3.553, 0.572)
H (1.469, -4.034, 1.460)
H (3.742, -0.213, 5.314)
H (-3.683, 0.925, 3.334)
H (-5.344, 2.230, -0.573)
H (1.690, 0.537, -5.982)
H (-2.095, -5.449, 1.365)
H (2.367, -4.811, 0.133)
H (0.854, 5.167, -1.155)
H (-1.508, -4.094, -2.633)
H (-1.097, -3.361, 2.233)
H (0.868, -1.153, -4.426)
H (3.033, -2.518, -0.322)
H (-4.913, 0.377, 2.212)
H (1.880, 2.897, -5.313)
H (1.573, 4.678, -3.499)
H (3.245, -3.957, 1.437)
H (-5.118, 1.901, 3.063)
H (-1.888, 4.066, 0.992)
H (-1.479, 3.021, 2.352)
H (-4.334, 3.657, -0.712)
H (1.564, 0.717, 4.609)